This record from the Open Molecules 2025 dataset describes 6 unconnected molecules or ions with the total composition C23H44Cl4N4O4. The level of theory is ωB97M-V with the def2-TZVPD basis set.

Last column: Mulliken charge in e.
Cartesian coordinates (Å):
C 2.456089 1.165029 -1.334096  -0.3914
O 1.497871 0.176237 -1.022596  -0.0686
C 0.952608 -0.628436 -2.080481  -0.6899
C 1.982590 -1.360451 -2.897898  -0.3946
N 2.961630 -2.181585 -1.989256  -0.5077
H 3.270148 -1.682552 -1.167141  0.2666
H 2.446336 -2.981738 -1.651125  1.0049
C 4.205993 -2.812144 -2.634857  -2.0895
C 3.860283 -3.791812 -3.736759  -1.4727
O 3.331023 -3.127063 -4.897021  -0.0778
C 2.982318 -4.118780 -5.896756  -0.9263
H 3.348708 0.706762 -1.759915  0.2929
H 2.648806 1.694357 -0.400947  -0.2494
H 2.113644 1.927203 -2.034049  0.3239
H 0.279156 -0.117202 -2.768388  0.3106
H 0.415471 -1.382126 -1.504685  0.0683
H 2.572640 -0.669174 -3.499637  0.3221
H 1.556985 -2.135911 -3.534780  0.4658
H 4.538081 -3.287325 -1.711809  1.9165
H 4.830631 -2.007726 -3.023236  0.0732
H 3.133971 -4.523291 -3.382513  0.3750
H 4.710115 -4.410695 -4.024623  0.4798
H 2.085588 -4.658981 -5.593199  0.3971
H 3.826961 -4.728482 -6.217602  0.3337
H 2.671115 -3.621560 -6.815463  0.2482
C -1.384849 1.738332 0.595631  0.4924
C -1.762507 0.242707 0.711890  0.6234
O -2.773871 -0.243204 0.163422  -0.8513
O -1.036476 -0.475821 1.343642  -0.6794
H -2.176775 2.365295 0.185933  0.2622
H -0.446114 1.871045 0.057822  -0.1365
H -1.180909 2.178977 1.571511  -0.7417
C 3.720232 1.972876 2.398381  -1.4494
C 3.324979 1.934048 3.861407  -0.2657
N 2.098361 1.147855 4.046762  0.1310
C 1.760856 1.032299 5.499679  -0.4000
C 2.747465 0.035582 6.180561  -1.3699
C 0.972522 1.784713 3.391177  -0.3719
C 0.613685 3.232835 3.770158  -1.1974
H 3.199175 2.654496 1.726090  0.2176
H 3.626191 0.978936 1.960945  0.3607
H 4.782372 2.217037 2.379653  0.4750
H 4.066000 1.377148 4.434863  0.4490
H 3.395243 2.961501 4.218484  0.2332
H 1.672961 1.947405 6.085292  0.3045
H 0.830163 0.475477 5.608547  0.3334
H 3.739683 0.464886 6.319479  0.3794
H 2.451864 -0.130100 7.216553  0.4410
H 2.839762 -0.967192 5.763403  0.3013
H 0.129880 1.102339 3.502640  0.4840
H 1.277899 1.716408 2.347063  -0.0718
H 1.462356 3.906845 3.653656  0.2929
H 0.185213 3.399539 4.758454  0.2688
H -0.125906 3.548774 3.034437  0.4319
C -5.276951 3.072848 3.503898  0.2829
Cl -3.578800 3.258909 2.977908  -0.0233
Cl -5.269802 2.830537 5.306956  -0.1495
Cl -6.161294 4.556034 2.987222  -0.1047
Cl -6.079880 1.665757 2.835705  -0.0695
N -1.767101 -3.691091 -2.091039  0.1012
C -2.502165 -2.488212 -2.097363  -0.0339
C -3.838454 -2.894213 -2.238587  -0.3689
C -3.954143 -4.298007 -2.142638  -0.6906
C -2.638178 -4.765034 -2.148861  -0.5288
H -0.760481 -3.765563 -2.126586  0.1958
H -2.132166 -1.477992 -2.191954  0.2053
H -4.589629 -2.169793 -2.516689  0.3578
H -4.855748 -4.884281 -2.241651  0.3583
H -2.228738 -5.763157 -2.199183  0.3769
N -4.624572 1.610525 -1.111886  0.2226
C -5.110804 2.759259 -0.548857  0.1740
C -5.679045 3.541073 -1.533793  -0.6233
C -5.483734 2.857861 -2.751528  -0.6111
C -4.753735 1.728987 -2.485897  -0.4384
H -4.173372 0.842786 -0.635345  0.3694
H -5.040020 2.858390 0.524249  -0.1472
H -6.082865 4.534333 -1.404342  0.3890
H -5.764557 3.192490 -3.739236  0.3754
H -4.341983 0.973964 -3.139205  0.4233

Force components x, y, z for each atom (eV/Å):
-0.4 -0.1 -0.1
-0.3 -0.1 -0.7
0.6 -0.5 1.4
1.4 -0.4 0.5
-0.1 1.2 -2.9
0.1 0.7 0.7
-1.0 -1.3 0.8
-1.5 0.7 -0.2
-0.7 -0.1 -0.3
0.3 -1.0 -0.4
-0.4 1.2 -0.1
0.4 0.1 0.2
0.3 -0.3 0.0
-0.4 0.0 -0.3
-0.1 0.4 0.1
-0.5 0.2 -0.1
0.2 -0.3 0.0
-0.2 0.3 -0.1
1.1 -0.5 -0.2
0.1 -0.1 0.4
-0.3 0.0 0.2
0.6 0.2 0.0
0.3 -0.5 0.3
0.1 -0.3 0.6
0.1 0.6 0.2
-0.4 0.4 0.2
-0.9 0.3 -0.7
-2.2 1.2 -1.6
3.3 -1.1 2.4
0.0 -0.1 -0.5
-0.1 -0.2 -0.3
0.0 -0.4 0.3
0.8 -0.6 -0.2
0.1 -1.0 -0.3
-0.5 1.7 2.4
1.2 -2.7 -0.4
0.2 0.9 1.0
0.1 -0.3 -0.6
0.0 -0.2 -0.6
-0.2 0.2 0.4
-0.1 -0.1 0.0
0.1 0.2 -0.3
0.4 0.1 -0.3
-0.7 0.3 0.5
0.2 0.3 -0.2
-0.5 0.5 -0.5
0.2 -0.1 -0.4
-0.4 0.0 0.2
-0.2 0.3 -0.6
-0.2 0.2 -0.1
-0.7 0.4 -0.3
0.1 0.0 0.0
0.0 -0.3 0.1
-0.1 0.2 0.1
0.3 0.2 0.5
-0.7 -0.4 0.1
-0.1 0.6 -0.7
0.2 -0.6 0.5
0.3 0.1 -0.2
-1.1 1.0 -0.1
-1.3 -2.4 -1.1
1.0 1.4 0.3
1.6 -0.1 -1.0
-0.1 0.5 0.4
-0.2 0.0 0.2
0.4 -0.3 0.4
-0.3 -0.1 0.6
0.2 0.0 0.1
-0.1 0.0 0.2
-0.3 1.4 -1.5
-0.2 -0.7 0.2
0.2 0.1 0.5
0.5 0.2 -0.6
-0.4 -0.8 0.9
0.9 -0.4 0.5
-0.1 0.3 -0.2
-0.2 -0.1 0.1
0.0 0.0 0.0
-0.2 0.0 0.0

**Gap between HOMO and LUMO (spin up / spin down)**: 3.3 / 6.6 eV
**Total charge**: -1
**Strongest force on any atom**: 4.189 eV/A
**Highest occupied orbital energy (spin up / spin down)**: -1.16 / -4.42 eV
**Multiplicity**: 2
**Calculated total energy**: -88799.6389 eV


This record from the Open Molecules 2025 dataset describes a molecular structure, C23H44FN3SSi3TeTi. The level of theory is ωB97M-V with the def2-TZVPD basis set.

Last column: Mulliken charge in e.
Cartesian coordinates (Å):
Ti 0.027620 -1.527883 2.602095  -0.6237
C 0.483827 -3.867558 2.626503  -0.4902
C -0.164380 -3.528055 1.424039  -0.8746
C 0.673043 -2.624220 0.725009  -0.1651
C 1.824736 -2.390476 1.508832  -0.3822
C 1.705767 -3.167474 2.683344  -0.7562
H 0.166615 -4.610415 3.339674  0.6444
H -1.082965 -3.949263 1.045105  0.5628
H 0.500119 -2.269391 -0.278171  0.4606
H 2.689224 -1.822831 1.202846  0.5626
H 2.458434 -3.298052 3.443008  0.5029
C 2.023221 2.952510 3.165411  -1.2765
Si 1.266395 1.280736 3.657998  0.3978
C 2.757684 0.159447 3.964727  -0.7958
C 0.270209 1.719458 5.218506  -1.1808
N 0.233097 0.471435 2.502876  0.9441
C -0.726921 1.124053 1.774830  0.4910
C -0.952695 2.517762 1.739967  -0.4873
C -1.927467 3.086562 0.941496  -0.9164
C -2.752259 2.312218 0.135698  -0.6002
C -2.593061 0.934432 0.157209  -0.6726
C -1.615658 0.402540 0.962444  0.2178
F -1.499250 -0.987325 1.020304  -0.1900
H 2.896236 3.139259 3.795861  0.3895
H 1.330951 3.781314 3.324410  0.4615
H 2.350818 2.978423 2.124062  0.1739
H 3.035804 0.162857 5.021807  0.3817
H 3.622870 0.505008 3.393288  0.3389
H 2.555838 -0.869012 3.684027  -0.0649
H 0.779870 2.497362 5.793422  0.4340
H 0.118504 0.866210 5.875110  0.2968
H -0.710413 2.120251 4.938825  0.3398
H -0.349411 3.156758 2.367580  0.1238
H -2.045537 4.163311 0.945783  0.4092
H -3.506286 2.768610 -0.489704  0.4263
H -3.218630 0.283763 -0.440939  0.5809
N -2.079448 -3.164157 4.444949  -0.4831
C -1.262647 -2.045750 4.264816  0.3964
N -1.905724 -0.898222 3.736708  -0.2195
S 0.155176 -1.807852 5.180251  -0.2535
H -2.636661 -3.434264 3.646274  0.2490
H -1.590626 -3.942036 4.856165  0.3214
H -2.875226 -1.049224 3.499415  0.2123
H -1.785990 -0.079496 4.319493  0.1742
C -3.116206 -2.339257 -3.885504  -0.8851
Si -2.298489 -1.051016 -4.997815  0.1475
C -2.450550 -1.589786 -6.799113  -1.0183
C -3.129357 0.625226 -4.754648  -0.8829
C -0.480147 -0.891735 -4.516343  -0.8898
Te -0.302969 -0.260830 -2.460820  0.0474
C 1.864359 -0.246550 -2.479120  -1.0275
Si 2.538750 1.501515 -2.271203  0.0315
C 1.918036 2.597576 -3.675402  -1.0501
C 1.929686 2.142640 -0.608062  -0.4750
C 4.426715 1.447854 -2.312973  -1.0707
H -4.203894 -2.314829 -3.979577  0.3288
H -2.863804 -2.161376 -2.837453  0.2296
H -2.781419 -3.347182 -4.139869  0.2911
H -3.500542 -1.635725 -7.096589  0.2932
H -2.015992 -2.579126 -6.955691  0.2997
H -1.945084 -0.891887 -7.469775  0.2979
H -4.111345 0.652229 -5.231368  0.3384
H -2.525155 1.428283 -5.182038  0.3084
H -3.260925 0.842808 -3.692110  0.2272
H 0.025286 -0.152633 -5.139812  0.4003
H 0.038968 -1.845438 -4.624292  0.4839
H 2.167315 -0.700423 -3.423283  0.6084
H 2.209050 -0.892875 -1.669281  0.4312
H 0.838231 2.741413 -3.605239  0.3088
H 2.136382 2.156655 -4.651223  0.3159
H 2.392849 3.580640 -3.643444  0.3388
H 0.860489 2.367197 -0.642306  0.1662
H 2.453492 3.054238 -0.311867  0.4412
H 2.078657 1.395279 0.177201  -0.0460
H 4.789985 1.012294 -3.246408  0.3167
H 4.825551 0.851030 -1.489631  0.3158
H 4.847277 2.452459 -2.230294  0.3166

Force components x, y, z for each atom (eV/Å):
-0.6 -0.2 0.6
0.3 -0.3 -0.3
0.2 -0.2 -0.2
0.4 -0.4 -0.3
0.5 -0.6 -0.4
0.3 -0.3 -0.4
-0.2 0.2 0.1
-0.1 0.1 0.1
-0.1 0.3 0.1
-0.1 0.2 0.1
-0.1 0.3 0.2
-0.2 -0.2 -0.2
0.2 0.3 0.3
-0.2 0.2 0.1
0.2 -0.1 -0.2
0.6 0.8 -0.2
-0.3 0.2 -0.2
0.0 -0.2 0.1
-0.1 0.1 -0.1
0.1 0.0 0.0
0.0 -0.1 0.0
-0.1 0.1 0.2
0.1 0.4 -0.2
0.0 -0.1 0.0
0.0 0.0 0.0
0.0 0.0 0.0
0.0 0.0 0.0
0.0 0.0 0.0
0.0 -0.1 0.0
0.0 0.0 0.0
0.0 0.0 0.0
0.0 0.0 0.0
0.0 0.0 -0.1
0.0 0.0 0.0
0.0 0.0 0.0
0.0 -0.1 0.0
-0.1 0.1 0.0
-0.8 -0.4 1.2
0.0 -0.4 0.2
0.0 0.1 -0.3
0.0 0.0 0.0
0.1 -0.1 -0.1
-0.1 0.0 -0.1
0.1 0.1 -0.1
0.1 0.2 -0.1
-0.1 0.0 0.0
0.1 0.1 0.2
0.1 -0.2 0.0
-0.2 0.0 0.1
0.3 -0.1 -0.4
-0.1 0.2 0.1
0.0 0.1 0.0
0.1 -0.1 0.2
0.1 -0.1 -0.2
-0.2 0.0 0.0
0.0 0.0 0.0
0.0 0.0 0.0
0.0 0.0 0.0
0.0 0.0 0.0
0.0 0.0 0.0
0.0 0.0 0.0
0.0 0.0 0.0
0.0 0.0 0.0
0.0 0.0 0.0
0.0 0.1 0.0
0.0 0.0 0.1
-0.1 0.0 0.0
0.0 0.0 0.0
0.0 0.0 0.0
0.0 0.0 0.0
0.0 0.0 0.0
0.0 0.0 0.0
0.0 0.0 0.0
0.0 0.0 0.0
0.0 0.0 0.0
0.0 0.0 0.0
0.0 0.0 0.0

**Gap between HOMO and LUMO (spin up / spin down)**: 6.9 / 7.2 eV
**Strongest force on any atom**: 1.505 eV/A
**Relative energy (zero: lowest compared OMol25 entry of this formula, charge and spin)**: 13.0 kcal per mole
**Highest occupied orbital energy (spin up / spin down)**: -6.71 / -7.50 eV
**Multiplicity**: 3
**Calculated total energy**: -96633.4974 eV


- The highest strongest force on any atom belongs to which entry?
  C23H44Cl4N4O4


- Look up the multiplicity of the second one.
  3


- Among the records above, which one has the lowest strongest force on any atom?
  C23H44FN3SSi3TeTi


- Which of these has the highest multiplicity?
  C23H44FN3SSi3TeTi